1.
Computed, not measured: a molecular structure, C20H40F4LuO2P, with ωB97M-V with the def2-TZVPD basis set.

ORCA input file:
```
! wB97M-V def2-TZVPD RIJCOSX def2/J DEFGRID3
* xyz 2 1
C -5.2743 -0.1952 -3.5848
C -3.8063 0.0881 -4.0049
C -3.0448 -1.2096 -4.2995
C -1.6450 -0.9166 -4.8797
C -0.5738 -0.6928 -3.7859
C 0.2045 0.6060 -4.0036
C 1.1219 0.9947 -2.8411
C 2.2010 -0.0964 -2.5294
C 1.9565 -0.6389 -1.1154
C 2.9650 -1.7155 -0.6984
C 2.6706 -2.1304 0.7873
C 1.5042 -3.1315 0.8474
C 0.6841 -3.1963 2.1811
C 1.3249 -2.4902 3.3830
C 0.9638 -0.9869 3.5841
C 0.0221 -0.3956 2.5274
C -0.1100 1.1409 2.4792
O -0.1400 1.5338 1.1055
P 0.2331 3.1778 0.8512
O 1.0484 3.2334 2.4123
C 1.0203 1.9968 3.0747
C 0.9446 2.3169 4.5979
F 1.5787 3.4797 4.8367
F 1.4820 1.3838 5.3755
C -0.5155 2.5896 5.0247
F -1.2089 1.4706 5.3015
F -0.4951 3.3662 6.2136
H -5.3706 -0.1457 -2.4998
H -5.9549 0.5258 -4.0323
H -5.5678 -1.1959 -3.8988
H -3.3061 0.6254 -3.1946
H -3.8190 0.6961 -4.9086
H -3.6023 -1.7654 -5.0562
H -2.9666 -1.8332 -3.4068
H -1.7171 -0.0502 -5.5401
H -1.3552 -1.7533 -5.5179
H 0.1297 -1.5280 -3.7947
H -1.0836 -0.6926 -2.8169
H -0.5349 1.4089 -4.1298
H 0.7479 0.5506 -4.9490
H 1.6000 1.9572 -3.0500
H 0.4972 1.1436 -1.9551
H 3.1843 0.3668 -2.6050
H 2.1160 -0.8936 -3.2642
H 2.0224 0.1953 -0.4046
H 0.9304 -1.0149 -1.0664
H 3.9667 -1.3007 -0.7950
H 2.8417 -2.6151 -1.3010
H 3.5910 -2.5669 1.1771
H 2.4881 -1.2037 1.3350
H 1.9599 -4.1128 0.7089
H 0.8160 -2.9959 0.0126
H 0.6169 -4.2549 2.4365
H -0.3485 -2.8864 2.0207
H 0.9944 -3.0086 4.2849
H 2.4028 -2.6355 3.3571
H 1.9045 -0.4315 3.6162
H 0.5176 -0.8537 4.5713
H 0.2423 -0.7178 1.5137
H -0.9799 -0.7723 2.7496
H -1.1133 1.4460 2.8249
H -0.3539 3.1295 -0.4738
H -1.0253 3.6707 1.4373
H 0.5599 4.6183 0.7851
H 1.5050 2.9881 0.1325
H 1.9876 1.5099 2.9110
H -1.0155 3.2008 4.2163
Lu -2.6199 3.6129 5.7293
*
```

Properties
- total energy (hartree) = -2911.86891

---

2.
Computed, not measured: a molecular structure, C20H40I2NO4S2, with ωB97M-V with the def2-TZVPD basis set.

ORCA input file:
```
! wB97M-V def2-TZVPD RIJCOSX def2/J DEFGRID3
* xyz -1 1
C 4.8903 -1.9257 2.4895
C 5.4068 -0.8513 2.5754
C 5.9819 0.4612 2.8529
C 4.9365 1.5950 2.9060
C 4.0188 1.3630 4.1138
S 2.3898 2.1602 4.0289
O 2.4834 3.3131 4.8820
O 1.4400 1.2064 4.5755
N 2.0304 2.6423 2.5300
S 1.7059 1.4143 1.5504
O 2.4191 0.1884 1.8060
O 1.9282 1.8729 0.2084
C -0.0685 1.0172 1.6452
I -0.6257 0.0962 -0.2379
C -0.3798 -0.0106 2.8244
C -1.4452 0.5978 3.7386
I -1.2333 -1.8881 2.0939
H 4.6838 -2.9221 2.2218
H 6.7216 0.6991 2.0918
H 6.4313 0.4000 3.8431
H 5.4857 2.5177 3.0952
H 4.3971 1.7189 1.9758
H 4.5075 1.7740 4.9934
H 3.8476 0.3131 4.3325
H -0.6985 1.8902 1.7311
H 0.5100 -0.3119 3.3563
H -1.4829 0.0106 4.6520
H -2.4192 0.4896 3.2623
H -1.2490 1.6505 3.9222
C -8.0056 -4.7587 0.6104
C -6.4997 -4.9890 0.7004
C -5.7512 -3.8440 1.3815
C -5.8383 -2.4967 0.6634
C -5.3397 -2.5000 -0.7812
C -3.8605 -2.8513 -0.9028
H -8.2440 -3.8784 0.0117
H -8.4956 -5.6155 0.1437
H -8.4384 -4.6250 1.6042
H -6.0952 -5.1686 -0.2994
H -6.3213 -5.9050 1.2709
H -4.7017 -4.1279 1.4967
H -6.1402 -3.7201 2.3974
H -5.2620 -1.7633 1.2355
H -6.8732 -2.1404 0.6782
H -5.4996 -1.5045 -1.2039
H -5.9339 -3.1891 -1.3894
H -3.2505 -2.1451 -0.3362
H -3.5446 -2.8093 -1.9468
H -3.6530 -3.8581 -0.5357
C 0.4343 1.3360 -4.1824
C 1.9375 1.1046 -4.0608
C 2.6617 2.2193 -3.3072
C 2.5890 3.5968 -3.9683
C 3.1269 3.6615 -5.3980
C 4.6112 3.3223 -5.5000
H 0.2071 2.2413 -4.7495
H -0.0383 0.4971 -4.6989
H -0.0197 1.4237 -3.1957
H 2.3702 0.9682 -5.0580
H 2.1031 0.1663 -3.5250
H 3.7090 1.9324 -3.1743
H 2.2449 2.2954 -2.2996
H 3.1450 4.3066 -3.3475
H 1.5529 3.9478 -3.9667
H 2.9727 4.6751 -5.7810
H 2.5531 2.9975 -6.0509
H 5.2071 4.0030 -4.8884
H 4.9533 3.4114 -6.5336
H 4.8136 2.3016 -5.1734
*
```

Properties
- total energy (hartree) = -2533.49615

---

3.
Computed, not measured: a molecular structure, C20H40MgN6S, with ωB97M-V with the def2-TZVPD basis set.

ORCA input file:
```
! wB97M-V def2-TZVPD RIJCOSX def2/J DEFGRID3
* xyz 2 1
Mg -0.4320 0.7279 0.1667
N 0.2919 0.1755 3.6505
C 1.1349 1.3192 4.1710
C 0.6821 2.6861 3.6557
C 1.0890 3.0885 2.2318
N 0.1104 2.6318 1.1900
C 2.5107 2.6417 1.8921
C 2.8765 1.2225 2.3325
N 2.1442 0.2119 1.5292
C 2.5799 1.0320 3.8139
H -0.7163 0.3664 3.5834
H 0.3837 -0.6518 4.2443
H 0.6095 -0.0907 2.7106
H 1.0030 1.2950 5.2504
H 1.1616 3.4054 4.3227
H -0.3933 2.8226 3.8083
H 1.0715 4.1779 2.2050
H 0.4045 3.0707 0.3140
H -0.7900 3.0684 1.3905
H 3.1926 3.3232 2.4065
H 2.7045 2.7814 0.8239
H 3.9550 1.1025 2.2061
H 2.5467 -0.7091 1.6866
H 2.3289 0.3896 0.5460
H 3.2033 1.7306 4.3759
H 2.8676 0.0311 4.1497
C -1.7508 -4.0872 -1.0673
N -1.0074 -2.8318 -1.1281
C -1.8062 -1.7862 -1.7331
C -0.4198 -2.4544 0.1536
C -1.3720 -1.9213 1.2114
C -2.0553 -2.8307 2.0227
C -2.9743 -2.3964 2.9665
C -3.2211 -1.0369 3.1095
C -2.5293 -0.1325 2.3112
C -1.5767 -0.5322 1.3531
H -2.0258 -4.3939 -2.0757
H -2.6719 -4.0169 -0.4736
H -1.1198 -4.8663 -0.6388
H -2.1510 -2.1165 -2.7139
H -1.1890 -0.8935 -1.9049
H -2.6887 -1.4967 -1.1467
H 0.3602 -1.7018 -0.0508
H 0.1094 -3.3315 0.5316
H -1.8640 -3.8937 1.9200
H -3.4995 -3.1143 3.5841
H -3.9534 -0.6890 3.8277
H -2.7654 0.9252 2.4382
C 1.7849 -1.5142 -3.2081
N 1.0704 -0.4493 -3.9241
C 1.3066 -0.4263 -5.3766
C 0.5282 0.5823 -3.2778
S 1.1425 1.0001 -1.6922
N -0.4447 1.2862 -3.8515
C -1.3471 0.7082 -4.8594
C -0.8323 2.6220 -3.3998
H 1.8614 -2.3615 -3.8860
H 1.2178 -1.8273 -2.3354
H 2.7881 -1.1963 -2.9242
H 2.3781 -0.5374 -5.5407
H 0.9927 0.5199 -5.8015
H 0.7873 -1.2434 -5.8756
H -1.2438 -0.3720 -4.8758
H -1.1579 1.1126 -5.8527
H -2.3672 0.9607 -4.5724
H 0.0109 3.1290 -2.9445
H -1.6606 2.5641 -2.6898
H -1.1639 3.1909 -4.2660
*
```

Properties
- ΔE to the lowest compared entry with this formula, charge and spin (kcal per mole) = 2.94
- total energy (hartree) = -1712.44525

---

Orbital gap in Eh, matching the order above: 0.0849, 0.2767, 0.3024
Max |F| in eV Å⁻¹, matching the order above: 2.73, 2.12, 0.56